{
  "formula": "C9H22NO2",
  "method": "ωB97M-V/def2-TZVPD",
  "total_charge": 1,
  "spin_multiplicity": 1,
  "elements": ["C", "C", "C", "C", "C", "C", "C", "C", "C", "N", "O", "O", "H", "H", "H", "H", "H", "H", "H", "H", "H", "H", "H", "H", "H", "H", "H", "H", "H", "H", "H", "H", "H", "H"],
  "xyz": [[-1.71743, 0.17486, 3.35526], [0.88864, 2.25247, -1.85034], [-0.88642, -1.06140, -2.67971], [2.04978, -1.30701, 0.73198], [-0.66360, 0.33812, 2.20678], [-0.16102, 1.34510, -1.02197], [0.26972, -1.05742, -1.67109], [1.58069, 0.00865, 0.12286], [-1.05605, -0.55621, 1.03686], [0.25949, 0.03377, -0.61391], [-0.84033, -1.80924, 1.20503], [-2.29591, -0.26706, 0.53661], [-1.67692, 1.01561, 4.11910], [-2.73722, 0.11509, 2.92140], [-1.57101, -0.82954, 3.79749], [0.57072, 3.28715, -1.97397], [1.90964, 2.34490, -1.29327], [1.27363, 2.01306, -2.87325], [-1.86839, -0.76071, -2.29171], [-0.46685, -0.44435, -3.48982], [-1.03870, -2.13175, -2.90056], [1.32362, -2.07899, 0.66540], [2.90948, -1.66504, 0.22092], [2.46358, -1.24148, 1.75954], [0.33414, 0.01488, 2.49605], [-0.57386, 1.33615, 1.73997], [-1.12031, 1.26185, -1.72163], [-0.52183, 1.96122, -0.10545], [1.21719, -0.76904, -2.21033], [0.26369, -1.97610, -1.13178], [2.37289, 0.38283, -0.58260], [1.39661, 0.69819, 0.86533], [-1.56135, -2.24649, 0.68650], [-2.79509, 0.29116, 1.09294]],
  "nbo_charge": [-0.60, -0.67, -0.65, -0.66, -0.51, -0.24, -0.22, -0.22, 0.88, -0.36, -0.63, -0.71, 0.26, 0.19, 0.24, 0.25, 0.21, 0.24, 0.23, 0.23, 0.24, 0.23, 0.24, 0.24, 0.25, 0.23, 0.24, 0.21, 0.21, 0.21, 0.22, 0.20, 0.52, 0.51]
}

---

{
  "formula": "C9H22O3Si",
  "method": "ωB97M-V/def2-TZVPD",
  "spin_multiplicity": 1,
  "elements": ["O", "O", "O", "C", "C", "C", "C", "C", "C", "C", "C", "C", "Si", "H", "H", "H", "H", "H", "H", "H", "H", "H", "H", "H", "H", "H", "H", "H", "H", "H", "H", "H", "H", "H", "H"],
  "xyz": [[-0.97187, -0.42342, 2.99456], [-1.62785, -0.11421, 0.40784], [-0.33694, -2.35486, 1.00338], [-1.60118, 0.83357, 3.13440], [-2.71786, -0.92859, 0.43588], [0.46821, -3.15837, 1.78782], [1.67333, 0.71321, -3.73338], [-0.53139, 1.10852, -2.37271], [1.68916, 0.61118, -1.16487], [1.23285, 1.24120, 0.15758], [0.99460, 1.24838, -2.46146], [1.19520, 0.20012, 1.33122], [-0.50940, -0.73699, 1.45318], [-0.95830, 1.41875, 3.78314], [-2.57050, 0.83014, 3.58834], [-1.45201, 1.30424, 2.25083], [-2.44978, -1.98067, 0.79566], [-3.26229, -1.00205, -0.51831], [-3.47617, -0.38152, 1.13067], [0.88994, -4.00881, 1.29454], [1.14454, -2.55164, 2.30477], [-0.23670, -3.46362, 2.51824], [1.47208, -0.35067, -3.77638], [1.18570, 1.23194, -4.56917], [2.69173, 0.95427, -3.67015], [-0.76136, 0.02693, -2.36391], [-0.86940, 1.65933, -3.27127], [-1.03500, 1.56047, -1.54666], [1.41285, -0.44786, -1.12401], [2.79256, 0.66715, -1.19654], [1.81309, 2.14459, 0.27924], [0.22901, 1.53048, 0.10402], [1.14792, 2.36597, -2.45594], [2.09269, -0.43540, 1.12637], [1.24254, 0.68822, 2.34310]],
  "nbo_charge": [-0.92, -0.90, -0.90, -0.24, -0.27, -0.24, -0.60, -0.61, -0.40, -0.40, -0.18, -0.92, 2.31, 0.17, 0.19, 0.18, 0.20, 0.19, 0.16, 0.19, 0.16, 0.17, 0.20, 0.20, 0.21, 0.20, 0.20, 0.22, 0.19, 0.20, 0.20, 0.19, 0.18, 0.24, 0.23]
}

---

{
  "formula": "C9H23ClNO8S",
  "method": "ωB97M-V/def2-TZVPD",
  "total_charge": -1,
  "spin_multiplicity": 1,
  "elements": ["Cl", "O", "O", "O", "O", "C", "O", "H", "H", "H", "H", "C", "O", "H", "H", "H", "H", "C", "O", "H", "H", "H", "H", "N", "C", "C", "C", "C", "H", "H", "H", "H", "H", "C", "S", "O", "C", "H", "H", "H", "H", "H", "H"],
  "xyz": [[-0.96131, -0.63005, -0.51749], [0.46516, -0.45444, -0.70656], [-1.67858, -0.00386, -1.59170], [-1.29617, -2.02864, -0.44824], [-1.29599, 0.01400, 0.75370], [0.33773, -2.44966, -3.66983], [0.80277, -2.30601, -5.02089], [-0.74765, -2.58261, -3.66501], [0.80102, -3.32666, -3.22716], [0.57103, -1.56892, -3.07253], [0.73828, -1.37428, -5.24331], [-4.19776, -2.11787, 1.21681], [-3.26457, -1.77594, 2.21200], [-4.54803, -1.21303, 0.69765], [-3.83287, -2.80209, 0.44569], [-5.06097, -2.56269, 1.71376], [-2.49639, -1.38338, 1.77708], [2.34061, -3.09907, 0.82941], [1.63024, -3.36057, -0.34390], [1.80317, -3.38709, 1.74763], [3.23796, -3.72564, 0.81720], [2.68361, -2.06792, 0.95734], [0.94867, -2.68867, -0.46451], [-0.72918, 2.96324, -0.31859], [-0.64178, 3.25172, -1.65375], [-0.74834, 4.60389, -1.80330], [-0.90144, 5.15878, -0.49950], [-0.90738, 4.10987, 0.38926], [-0.78492, 2.02602, 0.05220], [-0.52912, 2.45944, -2.37249], [-0.71307, 5.15895, -2.72603], [-1.00188, 6.19400, -0.21791], [-1.00187, 4.13151, 1.46159], [1.50922, -0.12698, 3.13014], [2.94208, 0.90714, 2.83414], [4.05208, -0.01208, 2.45857], [2.31680, 1.66690, 1.33915], [1.72858, -0.75814, 3.98901], [1.26169, -0.73137, 2.25952], [0.66160, 0.51336, 3.38531], [1.27568, 1.96142, 1.47453], [2.30127, 0.89986, 0.56036], [2.93005, 2.51757, 1.06065]],
  "nbo_charge": [2.53, -0.89, -0.85, -0.86, -0.91, -0.26, -0.74, 0.16, 0.19, 0.19, 0.46, -0.24, -0.74, 0.16, 0.17, 0.16, 0.49, -0.24, -0.74, 0.14, 0.17, 0.18, 0.49, -0.51, -0.06, -0.32, -0.33, -0.08, 0.44, 0.22, 0.21, 0.21, 0.20, -0.83, 1.23, -1.00, -0.84, 0.23, 0.25, 0.23, 0.23, 0.26, 0.23]
}

---

{
  "formula": "C9H23Li2NO3",
  "method": "ωB97M-V/def2-TZVPD",
  "spin_multiplicity": 1,
  "elements": ["Li", "Li", "O", "H", "O", "H", "C", "C", "N", "C", "C", "C", "C", "H", "H", "H", "H", "H", "H", "H", "H", "H", "H", "H", "H", "H", "H", "H", "C", "C", "O", "C", "H", "H", "H", "H", "H", "H"],
  "xyz": [[-1.03427, -0.53707, 0.40415], [-3.48100, -1.21256, 0.71052], [-1.85114, -2.27579, 0.62982], [-1.55417, -2.81449, -0.09022], [-2.68970, 0.57043, 0.35583], [-3.37506, 1.17866, 0.60928], [1.75950, -2.34750, -2.42671], [0.59746, -1.98931, -1.50020], [0.62329, -0.67437, -0.88950], [0.58029, 0.46482, -1.82018], [-0.70415, 0.51216, -2.63133], [1.79907, -0.52283, -0.00935], [1.85669, -1.54425, 1.13750], [2.73122, -2.38549, -1.93418], [1.77490, -1.59632, -3.22150], [1.60811, -3.32099, -2.89154], [-0.32514, -2.06447, -2.08581], [0.43955, -2.76446, -0.74912], [0.66364, 1.39241, -1.25443], [1.44472, 0.43829, -2.49881], [-0.79793, -0.37152, -3.26402], [-1.60544, 0.59607, -2.02237], [-0.65311, 1.38800, -3.28421], [1.77975, 0.45027, 0.47952], [2.69840, -0.60750, -0.63513], [2.59432, -1.19401, 1.85681], [2.16554, -2.53012, 0.78722], [0.86864, -1.61553, 1.58688], [-1.32583, 2.33674, 3.61029], [-0.57791, 1.96680, 2.37337], [-0.15670, 0.84730, 2.21162], [-0.38216, 3.05923, 1.34515], [-0.98722, 3.28542, 4.03323], [-1.12589, 1.56982, 4.36251], [-2.40507, 2.39856, 3.47641], [-1.33056, 3.53982, 1.11688], [0.00273, 2.61064, 0.42805], [0.37464, 3.76313, 1.69354]],
  "nbo_charge": [0.90, 0.96, -1.38, 0.44, -1.38, 0.44, -0.64, -0.23, -0.50, -0.21, -0.63, -0.22, -0.62, 0.21, 0.20, 0.22, 0.20, 0.21, 0.20, 0.17, 0.20, 0.25, 0.21, 0.21, 0.17, 0.21, 0.20, 0.23, -0.73, 0.64, -0.58, -0.72, 0.22, 0.24, 0.24, 0.24, 0.23, 0.23]
}

---

{
  "formula": "C9H23N3Si",
  "method": "ωB97M-V/def2-TZVPD",
  "smiles": "C/C=[Si](/NC)N(C)C.C/C=N/CC",
  "spin_multiplicity": 1,
  "elements": ["C", "C", "Si", "N", "C", "N", "C", "C", "H", "H", "H", "H", "H", "H", "H", "H", "H", "H", "H", "H", "H", "H", "C", "C", "N", "C", "C", "H", "H", "H", "H", "H", "H", "H", "H", "H"],
  "xyz": [[0.10726, -1.10093, -2.69794], [-0.76384, -0.05408, -2.01009], [-1.16670, -0.04712, -0.28348], [-1.83776, 1.24809, 0.60773], [-2.26052, 2.54914, 0.16016], [-1.53670, -1.31555, 0.87102], [-2.70267, -2.07918, 0.41056], [-0.75302, -2.24586, 1.61881], [-0.26436, -1.06203, -3.68099], [-0.18111, -1.97350, -2.18910], [1.14215, -0.97086, -2.72228], [-0.70250, 0.75298, -2.69220], [-2.47125, 0.92757, 1.34542], [-1.41018, 3.32446, 0.59865], [-2.09806, 2.51548, -0.86832], [-3.20604, 2.89715, 0.40701], [-3.44462, -1.72467, -0.30271], [-2.42726, -3.10995, -0.16265], [-3.14176, -2.50569, 1.37602], [-1.26487, -2.59459, 2.43364], [-0.45864, -3.02725, 0.89379], [0.23109, -1.74421, 1.85723], [2.63529, -1.44721, -0.12208], [2.53344, -0.10509, 0.53596], [1.47049, 0.45641, 0.84816], [1.51557, 1.78120, 1.28921], [1.43312, 2.75945, 0.07197], [2.75806, -2.14755, 0.61670], [1.72097, -1.72014, -0.70016], [3.61793, -1.62485, -0.51942], [3.50252, 0.58091, 0.73041], [2.41026, 2.12890, 1.74714], [0.64151, 1.80661, 2.09115], [0.60099, 2.42986, -0.53823], [1.49260, 3.84033, 0.25889], [2.17428, 2.65260, -0.66455]],
  "nbo_charge": [-0.61, -1.08, 1.93, -1.09, -0.39, -0.88, -0.44, -0.39, 0.20, 0.19, 0.18, 0.23, 0.40, 0.16, 0.19, 0.20, 0.23, 0.16, 0.19, 0.19, 0.17, 0.21, -0.69, 0.18, -0.45, -0.24, -0.63, 0.23, 0.25, 0.23, 0.13, 0.18, 0.21, 0.22, 0.22, 0.21]
}

---

{
  "formula": "C9H23N4O6S",
  "method": "ωB97M-V/def2-TZVPD",
  "total_charge": 1,
  "spin_multiplicity": 1,
  "elements": ["O", "N", "O", "S", "O", "H", "H", "C", "C", "O", "N", "C", "H", "H", "H", "H", "H", "H", "H", "C", "C", "O", "N", "C", "H", "H", "H", "H", "H", "H", "H", "C", "C", "O", "N", "C", "H", "H", "H", "H", "H", "H", "H"],
  "xyz": [[0.07017, -1.56353, -1.08389], [0.16998, -0.62793, -1.73896], [0.04292, 0.56735, -0.91666], [1.56921, 0.85463, -0.31427], [2.01430, 2.27285, -0.94822], [1.33230, 1.06006, 1.02631], [2.80168, 2.04696, -1.46390], [-1.74598, -3.93683, -0.27211], [-2.24856, -4.19265, 1.12660], [-1.52703, -4.65339, 1.99698], [-3.54474, -3.88678, 1.39205], [-4.53719, -3.33212, 0.48642], [-0.70024, -4.22401, -0.33443], [-2.31484, -4.52629, -0.99205], [-1.83733, -2.87663, -0.50858], [-3.81767, -4.08025, 2.34170], [-4.89401, -2.38081, 0.88274], [-5.37898, -4.02314, 0.41126], [-4.12804, -3.16624, -0.50374], [5.80722, -0.17200, 1.80898], [5.10245, 0.96809, 1.12758], [3.87435, 0.98108, 0.97803], [5.85506, 1.99395, 0.68000], [7.29944, 2.14658, 0.76896], [5.07742, -0.91602, 2.11378], [6.51623, -0.63651, 1.12342], [6.33123, 0.18759, 2.69452], [5.32439, 2.72795, 0.23935], [7.52746, 3.05269, 1.33027], [7.71081, 2.23968, -0.23629], [7.76175, 1.29974, 1.26257], [-5.27505, 2.01159, -0.85496], [-3.98933, 1.22847, -0.80032], [-3.93803, 0.08050, -0.38692], [-2.85189, 1.84133, -1.23320], [-2.69883, 3.18738, -1.75811], [-6.08479, 1.39379, -0.48016], [-5.19867, 2.90464, -0.23319], [-5.49865, 2.29642, -1.88391], [-2.03924, 1.25779, -1.16399], [-2.29684, 3.13486, -2.77182], [-1.99842, 3.74199, -1.12974], [-3.64400, 3.71718, -1.78208]],
  "nbo_charge": [-0.11, 0.43, -0.59, 1.28, -0.76, 0.20, 0.53, -0.72, 0.67, -0.63, -0.61, -0.41, 0.23, 0.23, 0.21, 0.40, 0.21, 0.20, 0.21, -0.72, 0.71, -0.76, -0.58, -0.42, 0.25, 0.24, 0.25, 0.40, 0.22, 0.21, 0.22, -0.72, 0.68, -0.64, -0.62, -0.41, 0.25, 0.23, 0.23, 0.38, 0.20, 0.19, 0.22]
}

---

What are the energy relative to the best compared isomer or geometry (same formula, charge and spin) values for these records? In order: 32.47 49.26 0.00 11.05 60.77 0.00 kcal per mole.
What are the HOMO-LUMO gap values for these records? In order: 10.1 10.9 8.6 8.7 7.6 5.7 eV.